Here is a 12-piece molecular cluster, C20H58F6N9O22S2 overall at a distorted geometry from OMol25. Energies are from the ωB97M-V functional and the def2-TZVPD basis.

Geometry as XYZ:
```
117
Properties=species:S:1:pos:R:3
C -2.599 -14.501 -38.051
F -2.898 -13.579 -38.955
F -3.327 -15.586 -38.150
F -1.298 -14.779 -38.092
S -2.981 -13.737 -36.343
O -1.947 -12.713 -36.177
O -4.342 -13.341 -36.475
N -2.687 -14.997 -35.178
S -3.195 -14.182 -33.881
O -2.413 -13.011 -33.609
O -4.638 -13.994 -33.700
C -2.652 -15.459 -32.498
F -3.247 -16.616 -32.699
F -1.322 -15.579 -32.531
F -3.031 -14.969 -31.326
C -4.654 -11.443 -30.621
O -3.694 -11.963 -31.174
N -5.877 -11.253 -31.147
N -4.601 -11.186 -29.299
H -6.734 -11.124 -30.646
H -5.881 -11.430 -32.142
H -3.632 -11.015 -29.068
H -5.408 -10.666 -28.993
C 0.705 -19.254 -32.683
O 1.317 -19.804 -33.584
N 0.103 -20.025 -31.709
N 0.348 -17.948 -32.537
H -0.221 -19.546 -30.889
H 0.112 -21.027 -31.779
H 0.064 -17.514 -33.416
H -0.061 -17.528 -31.721
C -0.378 -17.265 -28.805
O -0.175 -16.095 -29.135
N -1.445 -17.919 -29.321
N 0.540 -18.108 -28.288
H -2.103 -17.322 -29.794
H -1.586 -18.896 -29.107
H 1.449 -17.743 -28.046
H 0.485 -19.041 -27.918
C 1.798 -14.012 -35.446
O 2.252 -12.955 -35.886
N 2.391 -14.871 -34.593
N 0.527 -14.365 -35.766
H 1.819 -15.536 -34.104
H 3.387 -14.795 -34.503
H -0.026 -15.110 -35.351
H 0.068 -13.773 -36.434
C -3.225 -21.034 -30.276
C -3.455 -20.263 -31.579
O -2.991 -21.033 -32.708
O -1.928 -20.731 -29.779
H -3.448 -22.088 -30.439
H -3.936 -20.571 -29.583
H -2.876 -19.336 -31.575
H -4.476 -20.006 -31.858
H -2.029 -21.049 -32.636
H -1.742 -21.267 -29.003
C 0.041 -10.647 -33.419
C 0.105 -11.949 -32.583
O 1.358 -12.231 -31.922
O -1.186 -10.460 -34.082
H 0.806 -10.695 -34.200
H 0.286 -9.781 -32.803
H -0.011 -12.780 -33.285
H -0.747 -12.118 -31.922
H 1.346 -13.016 -31.374
H -1.266 -11.147 -34.755
C -5.927 -14.236 -28.800
C -5.798 -15.725 -28.528
O -7.013 -16.271 -28.023
O -6.050 -13.544 -27.537
H -6.787 -14.125 -29.464
H -5.010 -13.934 -29.307
H -4.964 -15.867 -27.829
H -5.400 -16.260 -29.391
H -7.189 -15.704 -27.263
H -5.587 -12.712 -27.685
C -1.783 -18.873 -35.509
C -0.773 -17.787 -35.904
O -0.655 -16.762 -34.937
O -3.129 -18.354 -35.681
H -1.707 -19.215 -34.477
H -1.575 -19.724 -36.159
H -1.018 -17.307 -36.854
H 0.180 -18.321 -35.954
H -1.357 -16.066 -35.029
H -3.108 -17.437 -35.382
C -7.710 -17.932 -34.173
C -6.233 -18.001 -34.442
O -5.890 -19.077 -35.287
O -8.314 -19.024 -33.488
H -8.223 -17.803 -35.126
H -7.848 -17.047 -33.549
H -5.725 -17.959 -33.473
H -6.011 -17.062 -34.951
H -4.942 -19.030 -35.490
H -8.838 -19.542 -34.099
C -7.462 -13.707 -37.459
C -8.810 -12.929 -37.558
O -9.291 -13.082 -38.897
O -7.186 -13.849 -36.072
H -6.738 -13.048 -37.936
H -7.612 -14.697 -37.895
H -8.582 -11.913 -37.243
H -9.537 -13.350 -36.860
H -9.487 -14.021 -38.950
H -6.242 -13.712 -35.929
C -3.546 -15.555 -41.512
C -3.167 -15.129 -42.929
O -2.040 -15.775 -43.437
O -3.809 -16.947 -41.507
H -4.342 -14.927 -41.104
H -2.661 -15.397 -40.892
H -2.899 -14.069 -42.843
H -4.080 -15.188 -43.529
H -1.616 -16.354 -42.798
H -4.505 -17.099 -42.154
```

Output
HOMO level ... -6.75 eV
Orbital gap ... 8.08 eV
E ... -4340.53216 Eh
Energy above the lowest of the compared OMol25 structures with the same formula, charge and spin ... 36.5 kcal per mole
Charge ... -1

***

Here is a single C9H9ClN2O2 molecule at a distorted geometry from OMol25. Energies are from the ωB97M-V functional and the def2-TZVPD basis.

Geometry as XYZ:
```
23
Properties=species:S:1:pos:R:3
C 0.442 2.353 -1.171
C 0.649 1.996 -2.523
C 0.499 1.353 -0.276
C 0.858 0.687 -2.904
C 0.801 0.002 -0.547
C 0.922 -0.365 -1.911
C -0.306 -0.581 2.716
C 0.732 -0.919 0.543
C -1.796 -1.161 0.888
N 0.780 -0.563 1.912
N -1.599 -0.927 2.255
O -0.188 -0.305 3.888
O -1.907 -2.527 0.624
Cl 1.431 -1.987 -2.253
H 0.195 3.358 -0.852
H 0.558 2.626 -3.311
H 0.302 1.605 0.724
H 0.878 0.531 -4.046
H 0.834 -1.917 0.250
H -2.299 -0.462 0.232
H 1.503 0.235 2.049
H -2.224 -0.168 2.761
H -1.066 -2.862 0.953
```

Output
HOMO level (spin up / spin down) ... -7.93 / -7.69 eV
Orbital gap (spin up / spin down) ... 7.11 / 7.76 eV
E ... -1068.42677 Eh
Energy above the lowest of the compared OMol25 structures with the same formula, charge and spin ... 76.2 kcal per mole

***

Here is an isolated ion of composition C6H16NO6 and charge +1 at a distorted geometry from OMol25. Energies are from the ωB97M-V functional and the def2-TZVPD basis.

Geometry as XYZ:
```
29
Properties=species:S:1:pos:R:3
C -0.109 0.533 2.429
C -0.212 1.137 1.071
C 0.056 0.140 -0.083
N -0.323 0.739 -1.498
C -1.279 1.822 -1.648
C -0.866 -1.226 0.050
O -0.162 -2.186 0.847
O -2.073 -0.804 0.653
O -1.055 -1.830 -1.178
C 1.511 -0.205 -0.354
O 2.094 0.985 -0.721
O 1.580 -1.195 -1.417
O 2.292 -0.720 0.742
H -0.643 -0.462 2.393
H -0.444 1.158 3.214
H 1.013 0.208 2.607
H 0.294 2.013 0.862
H -1.280 1.356 0.989
H -0.665 0.010 -2.087
H 0.641 0.933 -1.823
H -1.371 2.082 -2.688
H -1.964 1.437 -0.914
H -0.827 2.678 -1.087
H -0.748 -3.034 0.724
H -2.624 -1.586 0.848
H -0.158 -2.137 -1.356
H 2.864 1.323 -0.294
H 2.499 -1.571 -1.343
H 1.958 -1.597 1.063
```

Output
HOMO level ... -14.62 eV
Orbital gap ... 11.93 eV
E ... -744.14905 Eh
SMILES ... CCC([NH2+]C)(C(O)(O)O)C(O)(O)O
Energy above the lowest of the compared OMol25 structures with the same formula, charge and spin ... 0.0 kcal per mole
Charge ... +1